Entry 1:
Below is a cluster of 16 separate species, C34H79N9O30 in total in a non-equilibrium geometry, with properties calculated with ωB97M-V with the def2-TZVPD basis set.

Values from the calculation:
orbital gap = 0.92 eV
energy relative to the best compared isomer or geometry (same formula, charge and spin) = 720.57 kcal per mole
F_max = 7.4 eV/A
net charge = +2

Structure (XYZ):
```
152
Properties=species:S:1:pos:R:3:lowdin_charge:R:1
C 4.89411 1.30012 6.63974 0.010
C 4.12960 1.56712 7.93044 -0.345
O 3.09415 2.25464 8.04233 0.096
N 4.73111 0.81443 9.16062 0.087
H 5.11085 -0.02884 8.75471 0.155
H 5.44134 1.41960 9.54722 0.173
C 3.72121 0.41702 10.26011 0.028
H 5.76551 1.95307 6.59038 0.102
H 4.20120 1.66508 5.88159 0.102
H 5.26250 0.30154 6.40474 0.093
H 4.34418 0.03020 11.06658 0.100
H 2.96704 -0.29786 9.93107 0.105
H 3.19455 1.29493 10.63427 0.101
C -0.40137 -10.36537 3.80582 0.027
C -0.41422 -11.81965 3.53313 -0.373
O 0.24350 -12.59947 4.18362 0.177
N -1.48557 -12.27775 2.51783 0.119
H -2.38709 -11.96528 2.84906 0.174
H -1.28463 -11.70767 1.70868 0.178
C -1.37202 -13.77970 2.18312 0.038
H -1.44523 -10.11293 3.99216 0.098
H -0.04550 -9.91646 2.87849 0.119
H 0.19415 -10.14010 4.69054 0.112
H -2.25424 -14.14539 1.65774 0.104
H -1.52609 -14.44630 3.03164 0.104
H -0.41823 -13.97972 1.69488 0.119
C -5.46550 2.53885 -12.47336 0.031
C -5.29491 3.77627 -11.68865 -0.413
O -6.15515 4.35748 -11.08317 0.193
N -3.92673 4.40713 -11.72563 0.083
H -3.38521 4.43941 -12.57758 0.174
H -4.12910 5.39566 -11.68129 0.169
C -3.01756 3.85156 -10.55664 0.102
H -6.37246 2.07356 -12.08732 0.111
H -4.66431 1.83211 -12.25727 0.102
H -5.67385 2.73724 -13.52471 0.114
H -2.77070 2.88426 -10.99423 0.106
H -3.66200 3.81788 -9.67819 0.116
H -2.22753 4.59161 -10.42904 0.112
C -0.03399 -1.78583 -0.92347 0.036
C 0.18447 -0.28904 -0.69077 -0.350
O 0.26110 0.17502 0.42386 0.146
N 0.49146 0.51393 -1.96256 0.102
H 1.46048 0.51955 -2.24731 0.196
H -0.05588 -0.09176 -2.55726 0.160
C -0.08954 1.90649 -1.98498 0.047
H -0.96472 -1.92822 -1.47261 0.105
H -0.22623 -2.30209 0.01707 0.098
H 0.84737 -2.09909 -1.48309 0.114
H -0.40818 1.85897 -3.02628 0.119
H 0.74011 2.59330 -1.81744 0.110
H -0.89799 2.11748 -1.28499 0.114
C 2.34252 8.91602 4.43476 0.031
C 1.52065 7.87262 3.70039 -0.339
O 2.07388 6.91082 3.17576 0.158
N -0.01450 8.03002 3.68387 0.124
H -0.33245 8.87267 4.14099 0.172
H -0.31186 8.05250 2.71890 0.188
C -0.67805 6.89109 4.43554 0.021
H 3.40584 8.77784 4.23887 0.109
H 2.03171 8.88674 5.47909 0.103
H 2.06165 9.86758 3.98339 0.099
H -1.68052 6.73879 4.03557 0.116
H -0.77606 6.96747 5.51843 0.110
H -0.21437 5.91860 4.27012 0.106
C -5.31053 -3.17222 10.60245 0.040
C -4.25034 -2.56773 9.63867 -0.295
O -3.22634 -1.99160 10.00075 0.147
N -4.49039 -2.83633 8.10602 0.078
H -5.18411 -3.57015 8.12511 0.149
H -4.87003 -2.04757 7.60222 0.186
C -3.29060 -3.48342 7.40374 0.057
H -6.34062 -2.88198 10.39564 0.103
H -4.95992 -2.92546 11.60459 0.105
H -5.31400 -4.24582 10.41415 0.095
H -2.49365 -2.75573 7.55692 0.107
H -3.61052 -3.61721 6.37036 0.116
H -3.26645 -4.37777 8.02635 0.109
C 3.55103 10.22912 -2.81995 0.026
C 2.16851 10.75205 -2.90577 -0.377
O 1.58516 11.36868 -2.04733 0.167
N 1.47007 10.42729 -4.23700 0.113
H 1.87797 9.57347 -4.59018 0.176
H 0.51507 10.12197 -4.11514 0.183
C 1.45902 11.63229 -5.20288 0.051
H 4.07165 10.27391 -3.77652 0.105
H 3.47301 9.15673 -2.64108 0.117
H 4.18190 10.64486 -2.03429 0.110
H 0.86898 11.21116 -6.01687 0.107
H 2.41884 11.88210 -5.65502 0.107
H 1.00731 12.54951 -4.82502 0.113
C -10.26368 -3.02164 -1.71162 0.035
C -9.59882 -4.32131 -1.21597 -0.352
O -10.21783 -5.25451 -0.76650 0.165
N -8.08558 -4.32971 -1.16093 0.101
H -7.68419 -3.49430 -1.56228 0.172
H -7.82107 -4.25920 -0.18873 0.182
C -7.37072 -5.45913 -1.93471 0.061
H -10.03255 -2.31924 -0.91079 0.104
H -11.34523 -2.94840 -1.82557 0.102
H -9.90955 -2.59874 -2.65175 0.100
H -6.31438 -5.41141 -1.67023 0.113
H -7.52646 -5.30524 -3.00250 0.115
H -7.89001 -6.38639 -1.69262 0.100
C 7.91830 -5.34674 1.83957 0.019
C 9.41586 -5.63956 1.86741 -0.306
O 9.86337 -6.78683 1.57585 0.144
N 10.26403 -4.39812 2.12628 0.098
H 10.88466 -4.46062 1.33192 0.174
H 9.88211 -3.48200 1.93930 0.182
C 11.10176 -4.44947 3.43717 0.068
H 7.52164 -4.96354 0.89940 0.118
H 7.50648 -4.71494 2.62656 0.087
H 7.42468 -6.30279 2.01395 0.098
H 10.99208 -3.52303 4.00089 0.103
H 12.12928 -4.55353 3.08863 0.110
H 10.66268 -5.29655 3.96420 0.102
O -5.76036 1.01364 -6.07768 0.088
C -5.19687 0.18144 -5.26204 -0.986
O -4.31880 -0.63073 -5.62522 -0.094
O -5.40727 0.29381 -4.04799 -0.095
H -6.24439 1.37199 -5.33010 0.088
O -5.52694 6.69475 -2.81837 0.074
C -4.57795 7.60469 -2.92286 -0.924
O -3.86658 7.84998 -1.87458 -0.182
O -4.25173 8.17489 -3.94839 -0.058
H -5.65612 6.71523 -1.86732 0.091
O 1.02077 -8.14059 -4.16985 0.067
C 1.01677 -8.69844 -2.94374 -0.945
O -0.03999 -9.13680 -2.44859 -0.130
O 2.01047 -8.61414 -2.23189 -0.078
H 1.94825 -7.91128 -4.07607 0.090
O -5.50951 2.12883 1.78489 0.073
C -5.60698 1.21357 2.73259 -0.957
O -5.60786 1.57810 3.92360 -0.100
O -5.65463 0.02870 2.38219 -0.105
H -5.40043 1.50556 1.06292 0.091
O 6.46970 -3.19598 -4.17288 0.045
C 5.37974 -3.52939 -4.88965 -0.824
O 5.12962 -4.72697 -5.26170 -0.070
O 4.54492 -2.57943 -5.11757 -0.109
H 6.21525 -2.27989 -4.04019 0.083
O 3.52652 3.02214 -7.66379 0.079
C 4.03486 3.80299 -6.75898 -0.996
O 5.21902 3.64850 -6.47880 -0.044
O 3.50599 4.84620 -6.40938 -0.077
H 4.16582 2.31353 -7.76761 0.106
O 7.51081 1.63725 -1.57905 0.038
C 8.76642 1.70194 -1.08191 -0.901
O 9.63586 2.38727 -1.69928 -0.102
O 9.09575 1.10663 -0.04472 -0.120
H 7.62927 2.26906 -2.29207 0.089
```

---

Entry 2:
Below is an isolated molecule of C3H5N3O, with properties calculated with ωB97M-V with the def2-TZVPD basis set.

Values from the calculation:
orbital gap = 10.81 eV
structure (SMILES) = OCc1nc[nH]n1
energy relative to the best compared isomer or geometry (same formula, charge and spin) = 31.64 kcal per mole
F_max = 0.6 eV/A
net charge = 0

Structure (XYZ):
```
12
Properties=species:S:1:pos:R:3:lowdin_charge:R:1
O 0.69578 -2.07746 -1.38097 -0.046
C 0.35407 -0.71816 -1.42358 -0.225
C -0.07692 -0.02579 -0.16569 -0.362
N 0.45709 -0.05164 1.08737 0.129
C -0.12631 0.97830 1.66564 -0.176
N -0.96809 1.57640 0.80586 -0.001
N -0.96432 0.93214 -0.36596 0.083
H -0.08326 -2.60651 -1.17768 0.091
H -0.46066 -0.44637 -2.11044 0.114
H 1.24466 -0.20078 -1.79344 0.126
H 0.03400 1.34532 2.66917 0.118
H -1.55520 2.38647 0.91141 0.149
```

---

Entry 3:
Below is a structure of composition C2H4N2O in a non-equilibrium geometry, with properties calculated with ωB97M-V with the def2-TZVPD basis set.

Values from the calculation:
orbital gap (alpha / beta) = 8.24 / 8.34 eV
energy relative to the best compared isomer or geometry (same formula, charge and spin) = 160.71 kcal per mole
F_max = 3.1 eV/A
net charge = 0

Structure (XYZ):
```
9
Properties=species:S:1:pos:R:3:lowdin_charge:R:1
C -0.52838 1.29789 0.17748 -0.233
C 1.24004 -0.61032 -0.15704 -0.043
O -1.17143 -0.85830 -0.25266 -0.145
N -1.69428 1.24201 -0.16233 0.165
N 0.22237 -0.13528 0.48392 -0.071
H -1.58386 -1.44645 0.41119 0.070
H 0.14068 2.13764 0.30195 0.104
H 1.27840 -0.70498 -1.24077 0.078
H 2.09647 -0.92221 0.43826 0.074
```

---

Entry 4:
Below is a structure of composition C28H23BrIN6O4SV, with properties calculated with ωB97M-V with the def2-TZVPD basis set.

Values from the calculation:
orbital gap (alpha / beta) = 6.77 / 6.54 eV
2S+1 = 3
energy relative to the best compared isomer or geometry (same formula, charge and spin) = 1.08 kcal per mole
⟨S²⟩ = 2.01
F_max = 0.7 eV/A
net charge = 0

Structure (XYZ):
```
65
Properties=species:S:1:pos:R:3:lowdin_charge:R:1
V 0.21054 -0.23636 -0.57273 0.855
C -4.13184 1.11469 -1.18589 -0.016
C -3.31984 1.96837 -0.27123 -0.255
N -3.90869 2.88418 0.46125 0.127
C -3.18730 3.59758 1.34645 -0.099
C -1.82129 3.51332 1.46448 -0.159
C -1.06060 4.28568 2.50495 -0.204
O -0.10439 3.46682 3.17101 -0.068
C -1.15292 2.57918 0.64228 -0.095
C 0.27429 2.62939 0.48534 -0.019
N 0.98569 1.72050 -0.09537 -0.024
C 2.32600 2.04658 -0.41993 -0.346
C 3.23361 2.45909 0.54750 -0.013
C 4.54655 2.72787 0.18818 -0.065
C 4.95213 2.58660 -1.12955 -0.079
C 4.04961 2.17042 -2.09888 -0.138
C 2.74110 1.89513 -1.74006 -0.628
I 1.36511 1.20519 -3.14315 1.138
C -1.91582 1.72460 -0.16137 -0.276
O -1.38925 0.72958 -0.81610 -0.198
H -4.17812 0.09559 -0.79242 0.065
H -3.66862 1.04394 -2.17112 0.084
H -5.13465 1.52477 -1.27139 0.082
H -3.74969 4.27349 1.98175 0.111
H -1.77135 4.72261 3.21462 0.119
H -0.48949 5.11214 2.07166 0.126
H -0.51410 2.61011 3.35431 0.084
H 0.76080 3.55642 0.78653 0.145
H 2.90547 2.55058 1.57530 0.126
H 5.25389 3.04155 0.94397 0.109
H 5.97606 2.79306 -1.40921 0.107
H 4.36754 2.05621 -3.12605 0.099
N -3.23903 -0.12636 2.57723 0.075
C -2.16420 -0.64464 1.91925 -0.942
S -2.36353 -1.91393 0.83438 0.665
N -0.99722 -0.11985 2.32329 -0.015
N 0.04004 -0.48078 1.53287 -0.113
C 1.15462 -0.72477 2.12655 -0.059
C 2.32656 -1.01114 1.32221 -0.236
C 3.53778 -1.39839 1.88768 0.001
C 4.58600 -1.71685 1.04587 -0.038
C 4.40161 -1.65422 -0.32917 -0.027
C 3.17118 -1.25169 -0.81425 -0.109
N 2.16857 -0.91410 -0.00905 0.026
H -4.09295 -0.65319 2.55978 0.079
H -3.06655 0.49449 3.35025 0.090
H 1.18997 -0.77990 3.20943 0.133
H 3.63696 -1.45824 2.96187 0.118
H 5.53754 -2.02536 1.45782 0.113
H 5.18826 -1.92247 -1.01810 0.112
H 2.96005 -1.20204 -1.87494 0.102
Br -4.98218 -2.86602 -3.02234 0.727
C -3.40794 -3.82025 -2.56766 -0.670
C -3.42819 -5.20527 -2.56729 -0.124
C -2.27633 -5.89626 -2.21965 -0.068
C -1.12451 -5.20737 -1.87826 -0.012
C -1.12035 -3.81673 -1.88761 -0.146
C -2.26899 -3.11384 -2.23167 -0.113
C 0.13041 -3.09574 -1.48487 -0.542
O 1.13683 -3.66364 -1.11834 0.088
O 0.02782 -1.78598 -1.57947 -0.225
H -4.33428 -5.73371 -2.82884 0.099
H -2.28468 -6.97801 -2.21010 0.105
H -0.22039 -5.72854 -1.59626 0.118
H -2.27331 -2.03411 -2.20574 0.093
```

---

Entry 5:
Below is a structure of composition C19H46BaN3O9 in a non-equilibrium geometry, with properties calculated with ωB97M-V with the def2-TZVPD basis set.

Values from the calculation:
orbital gap = 2.72 eV
energy relative to the best compared isomer or geometry (same formula, charge and spin) = 241.36 kcal per mole
F_max = 4.9 eV/A
net charge = +1

Structure (XYZ):
```
78
Properties=species:S:1:pos:R:3:lowdin_charge:R:1
Ba 12.04524 12.73008 -18.69993 1.781
O 13.82473 5.96287 -18.90395 0.089
C 13.53933 7.24418 -18.59938 -0.887
O 12.41679 7.52004 -18.16766 -0.076
O 14.38494 8.18766 -18.60671 -0.093
H 12.91395 5.75654 -18.68146 0.083
C 7.74170 12.86993 -18.67704 -0.084
O 8.63372 12.51906 -17.57230 -0.277
C 7.92131 12.47916 -16.32444 -0.203
C 8.86177 12.37902 -15.12922 -0.172
N 9.94600 13.40913 -15.15108 -0.055
C 10.76755 13.33471 -13.95893 -0.219
C 11.90157 12.29445 -13.98879 -0.201
O 12.89729 12.58448 -14.97224 -0.251
C 14.18684 12.03953 -14.71667 -0.100
H 7.51912 13.93658 -18.70555 0.090
H 6.81149 12.30366 -18.72360 0.100
H 8.22453 12.71466 -19.64184 0.071
H 7.28003 11.59851 -16.36099 0.135
H 7.35044 13.40744 -16.30210 0.126
H 9.19307 11.34141 -15.08778 0.125
H 8.24870 12.51985 -14.23903 0.126
H 9.59032 14.35442 -15.15442 0.112
H 10.23550 13.14057 -13.02762 0.124
H 11.31241 14.26435 -13.79467 0.125
H 11.41742 11.37586 -14.32029 0.116
H 12.35010 12.11047 -13.01253 0.133
H 14.20082 10.94979 -14.69787 0.101
H 14.62517 12.48716 -13.82470 0.098
H 14.90793 12.20592 -15.51694 0.080
C 15.08107 5.06003 -26.41861 -0.119
O 14.87700 5.25088 -27.81241 -0.203
C 13.43717 5.18576 -28.08922 -0.200
C 13.20216 5.10015 -29.58785 -0.235
N 13.06871 6.37725 -30.26244 -0.040
C 14.34670 7.06769 -30.20211 -0.225
C 15.35985 6.64116 -31.21871 -0.248
O 14.78921 6.45411 -32.49977 -0.190
C 15.71393 6.29584 -33.63268 -0.065
H 14.56542 5.84547 -25.86607 0.082
H 16.13689 5.02611 -26.14991 0.088
H 14.60717 4.13917 -26.07873 0.079
H 12.85174 6.05937 -27.80258 0.127
H 12.97392 4.28047 -27.69686 0.115
H 12.27576 4.52586 -29.59628 0.114
H 13.93019 4.45751 -30.08290 0.123
H 13.02855 6.11563 -31.23714 0.090
H 14.79823 7.06268 -29.21004 0.113
H 14.15291 8.12013 -30.40928 0.113
H 15.91990 5.78748 -30.83704 0.121
H 16.09448 7.44609 -31.24137 0.119
H 16.36759 5.42639 -33.56278 0.079
H 16.38036 7.14862 -33.76200 0.080
H 15.16280 6.13041 -34.55842 0.082
C 11.17238 1.89706 -18.09390 -0.121
O 11.37010 2.30187 -16.76896 -0.191
C 11.60287 1.20933 -15.87932 -0.218
C 11.72602 1.65143 -14.42324 -0.198
N 13.07148 1.73295 -13.82061 -0.065
C 13.95665 2.71275 -14.38536 -0.210
C 13.62122 4.09422 -13.84494 -0.225
O 13.83189 4.17834 -12.42374 -0.189
C 13.51630 5.47063 -11.87482 -0.107
H 11.81508 1.03294 -18.26223 0.082
H 11.69899 2.62719 -18.70846 0.085
H 10.13017 1.70856 -18.35151 0.090
H 12.50602 0.63132 -16.07512 0.122
H 10.80881 0.46670 -15.95729 0.116
H 11.22735 0.87113 -13.84830 0.110
H 11.14203 2.53343 -14.16029 0.110
H 12.94424 2.01512 -12.85922 0.097
H 14.16386 2.70937 -15.45548 0.127
H 14.92418 2.52135 -13.92131 0.115
H 12.59121 4.36538 -14.07660 0.113
H 14.23332 4.82806 -14.36926 0.120
H 12.59171 5.92207 -12.23459 0.076
H 14.23679 6.24224 -12.14613 0.076
H 13.48129 5.38088 -10.78908 0.085
```